# 1
DFT (wB97M-V/def2-TZVPD) results for a structure of composition C35H46Ge2MoO2PS2 at a distorted geometry.

Computed properties:
multiplicity: 4
net charge: 0
LUMO level (alpha / beta): -0.90 / -1.87 eV
HOMO-LUMO gap (alpha / beta): 6.453 / 5.795 eV
E_HOMO (alpha / beta): -7.35 / -7.66 eV
⟨S²⟩: 3.816

CARTESIAN COORDINATES (ANGSTROEM)
Mo  0.161  0.121  -0.083
C  0.494  -1.804  4.743
C  0.445  -1.809  3.216
Ge  0.852  -0.063  2.320
C  2.808  0.344  2.556
C  3.254  0.678  3.980
C  -0.125  1.254  3.411
C  -1.158  1.952  2.921
Ge  -1.511  1.681  0.957
C  -3.363  1.111  0.418
C  -4.567  1.997  0.733
C  -0.956  3.328  -0.082
C  -1.601  4.684  0.217
C  -1.952  2.910  3.728
C  -1.720  3.122  5.091
C  -2.448  4.057  5.806
C  -3.439  4.805  5.185
C  -3.705  4.591  3.843
C  -2.973  3.652  3.133
H  0.192  -2.773  5.146
H  -0.178  -1.046  5.150
H  1.498  -1.587  5.112
H  -0.559  -2.081  2.880
H  1.123  -2.569  2.816
H  3.035  1.184  1.894
H  3.369  -0.515  2.173
H  2.687  1.523  4.376
H  4.314  0.941  4.008
H  3.098  -0.167  4.652
H  0.165  1.378  4.454
H  -3.512  0.121  0.856
H  -3.281  0.973  -0.663
H  -4.731  2.085  1.807
H  -5.468  1.568  0.289
H  -4.448  3.003  0.326
H  -1.138  3.067  -1.125
H  0.127  3.419  0.047
H  -2.686  4.642  0.097
H  -1.224  5.442  -0.474
H  -1.384  5.013  1.233
H  -0.960  2.548  5.606
H  -2.243  4.205  6.859
H  -3.999  5.545  5.742
H  -4.482  5.158  3.345
H  -3.194  3.482  2.090
C  3.125  -0.191  -5.575
C  3.134  -0.513  -4.096
O  1.804  -0.411  -3.552
P  1.250  0.823  -2.743
S  -0.711  0.645  -2.576
S  2.221  1.006  -0.955
O  1.688  2.054  -3.669
C  1.348  3.398  -3.274
C  2.303  4.359  -3.945
H  4.143  -0.240  -5.964
H  2.735  0.812  -5.743
H  2.507  -0.909  -6.114
H  3.811  0.149  -3.552
H  3.431  -1.546  -3.924
H  1.420  3.488  -2.188
H  0.316  3.590  -3.571
H  3.333  4.091  -3.712
H  2.108  5.366  -3.578
H  2.173  4.349  -5.027
C  -0.306  -1.798  -0.268
C  0.239  -2.815  -0.728
C  0.993  -3.831  -1.270
C  1.843  -4.634  -0.394
C  2.314  -4.091  0.809
C  3.135  -4.828  1.641
C  3.494  -6.125  1.297
C  3.020  -6.683  0.117
C  2.202  -5.948  -0.723
C  1.019  -3.965  -2.726
C  -0.097  -3.587  -3.483
C  -0.064  -3.639  -4.863
C  1.089  -4.050  -5.519
C  2.210  -4.412  -4.783
C  2.178  -4.375  -3.400
H  2.041  -3.074  1.065
H  3.501  -4.393  2.563
H  4.135  -6.701  1.952
H  3.287  -7.699  -0.144
H  1.813  -6.396  -1.627
H  -0.990  -3.255  -2.968
H  -0.937  -3.355  -5.437
H  1.116  -4.081  -6.600
H  3.114  -4.719  -5.293
H  3.061  -4.633  -2.831

# 2
DFT (wB97M-V/def2-TZVPD) results for a structure of composition C35H46N5O5PPdS.

Computed properties:
net charge: +2
LUMO level: -6.25 eV
HOMO-LUMO gap: 7.312 eV
E_HOMO: -13.56 eV

CARTESIAN COORDINATES (ANGSTROEM)
Pd  1.525  0.396  -0.037
C  5.256  0.326  1.879
C  3.883  0.922  2.094
C  3.825  1.855  3.280
O  3.527  1.613  0.853
C  2.780  -0.147  2.147
O  3.099  -1.354  1.910
O  1.583  0.251  2.204
H  6.007  1.117  1.888
H  5.300  -0.178  0.914
H  5.487  -0.400  2.659
H  4.515  2.688  3.131
H  4.120  1.329  4.189
H  2.814  2.241  3.416
H  3.072  2.442  1.053
C  -2.477  5.404  -0.032
N  -1.403  4.574  -0.580
N  -0.527  3.871  0.211
C  0.213  3.050  -0.583
O  1.183  2.377  -0.080
C  -0.252  3.216  -1.899
C  -1.252  4.165  -1.849
C  -2.094  4.730  -2.943
C  -0.252  4.211  1.578
C  0.004  5.528  1.925
C  0.265  5.837  3.253
C  0.288  4.831  4.210
C  0.053  3.513  3.842
C  -0.225  3.194  2.521
H  -2.541  5.240  1.038
H  -3.419  5.117  -0.493
H  -2.287  6.458  -0.221
H  0.150  2.728  -2.772
H  -1.691  4.434  -3.909
H  -2.117  5.819  -2.899
H  -3.125  4.373  -2.875
H  0.014  6.303  1.167
H  0.458  6.863  3.536
H  0.490  5.076  5.245
H  0.073  2.728  4.587
H  -0.402  2.169  2.223
C  2.960  -4.265  -1.981
N  1.515  -3.776  -1.998
C  0.729  -4.554  -0.940
N  1.338  -4.429  0.339
C  2.736  -4.868  0.303
N  3.510  -4.104  -0.677
C  3.761  -2.721  -0.268
P  2.144  -1.844  -0.015
C  1.474  -2.305  -1.710
C  1.197  -3.101  0.947
H  3.509  -3.694  -2.726
H  2.940  -5.317  -2.260
H  1.078  -3.944  -2.909
H  0.716  -5.593  -1.266
H  -0.281  -4.150  -0.945
H  2.772  -5.925  0.037
H  3.177  -4.738  1.289
H  4.342  -2.208  -1.037
H  4.325  -2.699  0.656
H  2.080  -1.802  -2.467
H  0.451  -1.952  -1.827
H  0.147  -2.834  1.018
H  1.601  -3.113  1.954
O  -0.165  -0.027  -1.285
S  -1.571  0.382  -0.801
C  -1.851  -0.590  0.709
C  -3.291  -0.814  1.058
C  -3.836  -2.092  1.008
C  -5.179  -2.296  1.300
C  -5.986  -1.219  1.639
C  -5.445  0.059  1.703
C  -4.102  0.261  1.416
C  -2.685  -0.430  -1.998
C  -2.039  -1.569  -2.740
C  -2.393  -2.883  -2.443
C  -1.835  -3.944  -3.156
C  -0.904  -3.694  -4.159
C  -0.535  -2.381  -4.450
C  -1.103  -1.329  -3.747
H  -1.327  -0.023  1.481
H  -1.311  -1.514  0.527
H  -3.202  -2.938  0.762
H  -5.592  -3.297  1.272
H  -7.033  -1.376  1.863
H  -6.067  0.897  1.991
H  -3.680  1.260  1.479
H  -2.985  0.373  -2.671
H  -3.552  -0.752  -1.425
H  -3.145  -3.078  -1.685
H  -2.163  -4.957  -2.955
H  -0.508  -4.512  -4.751
H  0.172  -2.179  -5.245
H  -0.831  -0.309  -3.994

Q: Among the records above, which one has the highest net charge?
A: C35H46N5O5PPdS

Q: Number 1 is which compound?
A: C35H46Ge2MoO2PS2

Q: Which of these has the lowest net charge?
A: C35H46Ge2MoO2PS2

Q: net charge of number 1 (C35H46Ge2MoO2PS2)?
A: 0